Here is a molecular structure, C33H52CuO3P at a distorted geometry from the OMol25 dataset. Energies are from the ωB97M-V functional and the def2-TZVPD basis.

Each line ends with the Löwdin charge.
Atoms and positions in Å:
Cu1 0.33400 1.04766 0.46731  0.5360
C1 -5.70916 -1.01234 0.70551  -0.0533
C2 -4.60689 -0.25147 1.49455  -0.3310
C3 -4.99629 1.28282 1.63891  -0.0536
C4 -3.27858 -0.43304 0.77159  -0.1950
C5 -2.51900 -1.58456 0.93669  0.0084
C6 -1.35971 -1.88657 0.23275  -0.0955
C7 -0.72275 -3.27607 0.58904  -0.3415
C8 -0.55416 -3.53437 2.08608  -0.0620
C9 -1.69769 -4.38307 0.04977  -0.0439
C10 -0.86626 -0.92996 -0.67962  -0.1419
C11 -1.58014 0.18679 -0.87812  -0.2044
C12 -2.75027 0.40828 -0.15089  0.0115
C13 -1.30661 1.19280 -2.04000  -0.3634
C14 -2.20240 0.82157 -3.27092  -0.0059
C15 -1.41788 2.65692 -1.66447  -0.0531
C16 0.23274 -1.38210 -1.68428  -0.1592
C17 -0.19567 -2.35189 -2.62059  -0.0066
C18 0.71172 -2.87384 -3.53723  -0.0491
C19 2.01707 -2.48519 -3.49425  -0.0480
C20 2.40939 -1.51656 -2.57839  -0.0856
C21 1.54572 -0.95404 -1.64265  -0.2979
P1 2.18782 0.43633 -0.67910  1.1773
C22 3.29779 -0.34698 0.55241  -0.6409
C23 2.42950 -1.28318 1.44926  -0.0675
C24 3.86832 0.78368 1.44602  -0.0438
C25 4.43299 -1.23040 -0.02587  -0.0563
C26 2.91903 1.64892 -1.92870  -0.6176
C27 1.99673 1.76391 -3.19101  -0.0447
C28 2.91339 3.04041 -1.32745  -0.1008
C29 4.39188 1.37346 -2.32590  -0.0600
H1 -6.68684 -0.85464 1.17064  0.0840
H2 -5.47826 -2.07773 0.58410  0.0825
H3 -5.78061 -0.49570 -0.24946  0.0809
H4 -4.57076 -0.68936 2.54510  0.1537
H5 -5.27810 1.82767 0.70720  0.0913
H6 -4.09704 1.75448 1.99482  0.0420
H7 -5.82340 1.41984 2.34606  0.0843
H8 -2.82477 -2.18505 1.79653  0.1266
H9 0.20617 -3.37064 0.04658  0.1112
H10 -1.55564 -3.56953 2.53560  0.0766
H11 0.06782 -2.80079 2.59626  0.0718
H12 -0.17585 -4.54723 2.20745  0.0873
H13 -2.66140 -4.24403 0.49710  0.0664
H14 -1.29558 -5.42192 0.24107  0.1055
H15 -1.75290 -4.27964 -1.04271  0.0664
H16 -3.22942 1.36563 -0.29630  0.1112
H17 -0.28916 0.90819 -2.26944  0.0704
H18 -3.21949 1.20685 -3.06594  0.0969
H19 -2.15699 -0.20621 -3.43560  0.0477
H20 -1.82305 1.42627 -4.12428  0.0980
H21 -2.38413 2.93360 -1.21314  0.0858
H22 -1.24415 3.34976 -2.49876  0.0970
H23 -0.64349 2.89587 -0.90680  0.0712
H24 -1.29592 -2.64010 -2.64156  0.1469
H25 0.44163 -3.57899 -4.31463  0.1191
H26 2.75267 -2.80602 -4.16668  0.1028
H27 3.41580 -1.16768 -2.64354  0.0789
H28 1.54111 -0.75842 1.83300  0.0601
H29 3.07774 -1.81086 2.15795  0.1062
H30 1.88329 -2.09534 0.92959  0.0733
H31 3.11884 1.22505 2.05655  0.0447
H32 4.28958 1.51225 0.78697  0.0610
H33 4.66945 0.33456 2.07028  0.1136
H34 4.07100 -2.05165 -0.67052  0.0865
H35 4.89181 -1.60491 0.85744  0.0742
H36 5.15477 -0.61596 -0.58126  0.0790
H37 1.00068 2.18062 -2.93327  0.0744
H38 1.87263 0.86789 -3.72591  0.0606
H39 2.50180 2.53660 -3.81025  0.1067
H40 2.03855 3.52106 -0.94369  0.0760
H41 3.35711 3.58242 -2.15547  0.0880
H42 3.65685 3.13599 -0.55436  0.0779
H43 4.49960 0.35092 -2.65134  0.0557
H44 5.09918 1.47866 -1.50914  0.0788
H45 4.70813 2.12834 -3.05525  0.1014
C30 -1.35694 2.79749 3.02546  0.0258
C31 -0.23029 1.79455 3.18419  -0.5295
C32 -0.00769 1.25879 4.55531  0.0102
O1 -0.45622 0.74420 2.27801  -0.0562
C33 1.08730 2.41421 2.71262  -0.5517
O2 1.89569 2.87425 3.46886  0.1384
O3 1.20099 2.40817 1.38774  -0.1267
H46 -2.23333 2.46758 3.51598  0.0725
H47 -1.63779 2.92688 1.99321  0.0855
H48 -1.18599 3.74454 3.50178  0.1071
H49 -0.95976 0.79829 4.91368  0.1148
H50 0.32164 2.01794 5.21962  0.0915
H51 0.81618 0.54980 4.53620  0.1035
H52 -1.22769 0.20523 2.50594  0.1303

Computed properties:
- calculated total energy (eV) = -95130.363
- E_HOMO (spin up / spin down) (eV) = -11.8 / -12.2
- multiplicity = 2
- lowest unoccupied orbital energy (spin up / spin down) (eV) = -2.3 / -4.6
- ⟨S²⟩ = 0.75
- total charge = +1
- Kohn-Sham gap (spin up / spin down) (eV) = 9.4690 / 7.5861

Here is 2 unconnected molecules or ions with the total composition C2H5IN2OS at a distorted geometry from the OMol25 dataset. Energies are from the ωB97M-V functional and the def2-TZVPD basis.

Each line ends with the Löwdin charge.
Atoms and positions in Å:
C1 -0.13970 -0.08115 0.59068  -0.7059
C2 -0.56716 -0.85282 -0.63964  -0.5141
N1 1.13544 0.11294 0.74748  0.1386
N2 -0.29282 0.72149 -2.03752  -0.5949
O1 -0.92747 0.23892 1.44900  0.0038
S1 -2.24884 -1.13707 -0.60674  0.8296
I1 1.70068 0.91098 -2.51502  0.6216
H1 0.09125 -1.28306 -1.43156  0.0502
H2 1.88057 -0.43560 0.30996  0.0888
H3 1.34674 0.42382 1.72547  0.1529
H4 -0.87257 0.16544 -2.79550  -0.0057
H5 -2.49067 -0.58912 0.63100  -0.0648

Computed properties:
- calculated total energy (eV) = -26115.729
- E_HOMO (spin up / spin down) (eV) = -8.4 / -8.4
- energy above the lowest of the compared OMol25 structures with the same formula, charge and spin (kJ/mol) = 179.4
- lowest unoccupied orbital energy (spin up / spin down) (eV) = -0.6 / -0.6
- Kohn-Sham gap (spin up / spin down) (eV) = 7.8178 / 7.8135

Here is 12 unconnected molecules or ions with the total composition C17H58N6O12 at a distorted geometry from the OMol25 dataset. Energies are from the ωB97M-V functional and the def2-TZVPD basis.

Each line ends with the Löwdin charge.
Atoms and positions in Å:
C1 -1.88001 -3.69872 -0.35828  -0.1383
O1 -0.96428 -4.42947 0.40599  -0.1221
H1 -2.20689 -2.88086 0.28387  0.0733
H2 -1.33036 -3.21420 -1.16527  0.0872
H3 -2.77580 -4.25949 -0.62510  0.0991
H4 -1.37633 -4.70514 1.22808  0.1122
C2 1.91713 0.13096 -3.46994  -0.2018
O2 2.52290 -0.72590 -4.35617  -0.0918
H5 0.85522 -0.00422 -3.67530  0.0804
H6 2.02677 -0.05894 -2.40222  0.0617
H7 2.26691 1.15969 -3.55639  0.0689
H8 2.11449 -0.58645 -5.21369  0.0811
C3 1.40938 -6.45808 -0.62912  -0.1312
O3 1.32335 -5.04600 -0.78612  -0.1526
H9 2.46392 -6.70064 -0.76028  0.0838
H10 1.24924 -6.74529 0.41010  0.0779
H11 0.78935 -7.08172 -1.27312  0.0779
H12 0.48517 -4.84285 -0.36447  0.0045
C4 -4.63904 -1.04670 -2.38121  -0.1773
O4 -5.97571 -1.33565 -2.13067  -0.1392
H13 -4.61256 -1.02779 -3.47073  0.0812
H14 -4.60615 -0.04210 -1.95957  0.0792
H15 -3.95223 -1.75693 -1.92082  0.0700
H16 -6.38906 -0.55662 -2.50995  0.0732
C5 3.92896 -3.29216 0.85407  -0.7053
O5 4.64747 -3.96440 0.14442  0.0409
N1 4.38100 -2.34965 1.71800  0.1325
N2 2.60398 -3.22126 0.76614  0.1699
H17 3.71482 -1.95306 2.36531  0.0556
H18 5.25487 -1.88542 1.51563  0.1121
H19 2.11276 -3.77783 0.08128  0.0582
H20 2.09390 -2.75301 1.50143  0.0439
C6 -0.51516 -0.38626 -0.48589  -0.8133
O6 -1.73085 -0.42401 -0.65387  0.0089
N3 0.12795 0.70705 -0.34587  0.2279
N4 0.22134 -1.40933 -0.35168  0.2090
H21 -0.23538 1.64669 -0.41780  0.0815
H22 1.05694 0.67895 0.04944  0.0825
H23 -0.20950 -2.32278 -0.34172  0.0683
H24 0.99174 -1.19608 0.26565  0.0852
C7 0.71229 -1.48807 3.52752  -0.7344
O7 1.77137 -1.76441 2.99096  0.0155
N5 -0.45777 -1.41979 2.90110  0.2091
N6 0.60684 -1.31783 4.78638  0.1902
H25 -1.35123 -1.28210 3.35152  0.1130
H26 -0.33011 -1.36700 1.90060  0.0823
H27 1.47009 -1.23454 5.30404  0.1346
H28 -0.20287 -0.80057 5.09770  0.1220
C8 -5.89481 -1.64867 2.55392  -0.0772
C9 -5.05648 -0.67004 1.71652  -0.3578
O8 -3.88287 -0.35521 2.29882  -0.0716
H29 -5.37728 -2.47979 3.03298  0.0673
H30 -6.88156 -1.94734 2.20006  0.0737
H31 -6.18289 -1.17128 3.49051  0.0615
H32 -5.61425 0.25500 1.57060  0.1153
H33 -4.84067 -1.16478 0.76955  0.1033
H34 -3.26340 -0.10304 1.61015  0.0657
C10 0.05608 2.90018 2.85371  -0.0826
C11 -1.45364 2.69536 2.65414  -0.2964
O9 -2.05406 3.99269 2.63412  -0.0785
H35 0.36152 3.63874 2.11254  0.0687
H36 0.67698 2.01490 2.71632  0.0510
H37 0.46151 3.23147 3.80974  0.0721
H38 -1.85972 2.08232 3.45874  0.1027
H39 -1.63881 2.20683 1.69750  0.0915
H40 -2.36621 4.21548 1.75405  0.0766
C12 4.17553 1.37549 -0.48117  -0.0740
C13 3.57583 1.29509 0.91508  -0.3191
O10 2.74486 0.19737 0.94065  -0.1018
H41 4.90986 2.17946 -0.43131  0.0729
H42 3.40758 1.64566 -1.20598  0.0518
H43 4.76923 0.54846 -0.87057  0.0818
H44 2.96151 2.18693 1.03886  0.0992
H45 4.35621 1.43862 1.66241  0.1195
H46 3.20761 -0.56902 1.28722  0.0401
C14 -1.75623 2.39435 -3.00061  -0.0567
C15 -0.93574 3.37722 -2.07993  -0.2280
O11 0.36139 3.24043 -2.65947  -0.1431
H47 -1.51585 1.37583 -2.69574  0.0543
H48 -1.40697 2.32797 -4.03100  0.0689
H49 -2.80684 2.66519 -3.10532  0.0709
H50 -0.77090 3.16236 -1.02410  0.0922
H51 -1.27240 4.37279 -2.36903  0.1099
H52 0.34861 3.25060 -3.61933  0.0879
C16 2.05373 6.03360 -2.45979  -0.0843
C17 2.89182 5.16084 -1.47960  -0.2794
O12 2.03371 4.35611 -0.68245  -0.1138
H53 1.83735 5.60956 -3.44033  0.0548
H54 2.51533 7.00626 -2.62991  0.0626
H55 1.02568 6.22028 -2.14935  0.0656
H56 3.54266 5.80035 -0.88332  0.1082
H57 3.49451 4.42794 -2.01599  0.1029
H58 1.68367 3.71740 -1.30786  0.0238

Computed properties:
- calculated total energy (eV) = -52077.051
- SMILES string = NC(N)=O.NC(N)=O.NC(N)=O.CCO.CCO.CCO.CCO.CCO.CO.CO.CO.CO
- E_HOMO (eV) = -8.9
- energy above the lowest of the compared OMol25 structures with the same formula, charge and spin (kJ/mol) = 0.0
- lowest unoccupied orbital energy (eV) = 0.2
- Kohn-Sham gap (eV) = 9.1030

Here is 2 unconnected molecules or ions with the total composition C24H22ClF13O6S from the OMol25 dataset. Energies are from the ωB97M-V functional and the def2-TZVPD basis.

Each line ends with the Löwdin charge.
Atoms and positions in Å:
C1 -0.84085 4.55714 1.52866  -0.0911
C2 -1.60974 3.68452 2.52372  -0.2230
C3 -0.73230 2.69777 3.32701  -0.1306
C4 0.42762 2.14682 2.54234  -0.0976
C5 0.33262 1.23868 1.56776  -0.0898
C6 -0.94688 0.58182 1.13340  -0.0943
C7 -1.17255 0.72887 -0.37915  -0.0546
C8 -2.62261 0.63489 -0.80675  -0.4247
F1 -2.71101 0.89814 -2.13378  0.1211
F2 -3.34232 1.60206 -0.17094  0.0935
C9 -3.30124 -0.77998 -0.59544  -0.3214
F3 -2.28880 -1.64576 -0.34668  0.1329
F4 -3.89484 -1.18872 -1.72525  0.1491
C10 -4.32745 -0.97196 0.59335  -0.3433
F5 -4.15419 -2.23915 1.02442  0.1524
F6 -4.01496 -0.15932 1.60471  0.1491
C11 -5.89490 -0.95347 0.33531  -0.4436
F7 -6.14298 -1.89871 -0.54926  0.1527
F8 -6.43134 -1.28948 1.50028  0.1483
S1 -6.77557 0.63735 -0.24236  0.7837
F9 -5.91343 1.46575 0.80433  -0.1282
F10 -5.63863 0.80275 -1.35013  -0.1258
F11 -7.66099 -0.16648 -1.27601  -0.1193
F12 -7.91912 0.48560 0.83428  -0.1200
F13 -7.42916 1.97889 -0.74232  -0.1019
C12 1.58000 0.74873 0.91056  -0.2674
O1 1.61624 -0.33854 0.37344  0.1323
C13 2.78037 1.64842 0.91537  -0.1332
C14 3.81698 1.49190 -0.16804  -0.1744
C15 4.45409 0.09877 -0.23706  -0.6784
C16 5.02455 -0.39225 1.09220  -0.0922
Cl1 5.75158 0.19323 -1.50791  0.6491
C17 2.87377 2.53219 1.90393  0.0746
C18 1.80162 2.62041 2.92940  -0.3237
O2 2.02492 3.05346 4.03487  0.1219
H1 -0.57921 4.01130 0.61629  0.0661
H2 0.08620 4.94968 1.96167  0.0803
H3 -1.45000 5.41414 1.22843  0.0748
H4 -2.40055 3.14409 1.99146  0.0924
H5 -2.11215 4.34037 3.24137  0.1079
H6 -1.35094 1.87496 3.69849  0.1232
H7 -0.32427 3.21649 4.19698  0.1133
H8 -0.90561 -0.48196 1.39094  0.1372
H9 -1.78403 1.02040 1.67872  0.0988
H10 -0.87123 1.73188 -0.70968  0.1421
H11 -0.58059 0.00934 -0.94711  0.1323
H12 4.60805 2.23065 0.00040  0.1162
H13 3.35937 1.72343 -1.13719  0.1294
H14 3.74424 -0.61202 -0.65005  0.0651
H15 6.01599 -0.82752 0.95446  0.0667
H16 5.11939 0.42861 1.80874  0.0798
H17 4.37894 -1.16363 1.51933  0.0860
H18 3.73257 3.18523 2.02838  0.1355
C19 2.05263 -3.39417 -3.50254  0.0726
C20 1.94885 -4.72890 -3.46748  -0.2374
C21 3.06953 -5.60890 -2.96535  -0.3155
O3 2.86165 -6.80993 -2.96578  0.1005
C22 4.29667 -4.98501 -2.52416  0.0710
C23 4.40976 -3.64768 -2.56396  -0.2305
C24 3.27919 -2.76447 -3.04824  -0.3078
O4 3.45583 -1.56170 -3.02050  0.0820
O5 5.50159 -3.01821 -2.16901  0.0960
O6 0.87437 -5.40176 -3.85527  0.1138
H19 1.25449 -2.75604 -3.85451  0.1340
H20 5.09554 -5.62281 -2.17308  0.1352
H21 5.41160 -2.05369 -2.30120  0.0379
H22 1.08367 -6.34654 -3.70877  0.1189

Computed properties:
- calculated total energy (eV) = -96212.690
- SMILES string = CCCC1=C(CCC(F)(F)C(F)(F)C(F)(F)C(F)(F)S(F)(F)(F)(F)F)C(=O)C(C[C@H](C)Cl)=CC1=O.O=C1C=C(O)C(=O)C=C1O
- E_HOMO (eV) = -9.6
- energy above the lowest of the compared OMol25 structures with the same formula, charge and spin (kJ/mol) = 0.0
- lowest unoccupied orbital energy (eV) = -1.4
- Kohn-Sham gap (eV) = 8.2337

Here is 2 unconnected molecules or ions with the total composition C9H16ClF2I4N5O6P2S2 at a distorted geometry from the OMol25 dataset. Energies are from the ωB97M-V functional and the def2-TZVPD basis.

Each line ends with the Löwdin charge.
Atoms and positions in Å:
C1 -5.10170 0.30507 -1.25595  -0.1746
C2 -3.70722 -0.18460 -0.69300  -0.6855
I1 -3.77305 -1.62007 0.96465  0.8277
C3 -2.46282 0.21692 -1.19577  -0.6983
I2 -2.27569 1.63029 -2.86263  0.8841
N1 -1.16304 -0.24710 -0.64867  0.0899
C4 -0.59763 0.42133 0.33553  -0.2290
N2 -1.14900 1.60552 0.99993  0.0853
C5 -0.36050 1.86110 2.26248  -0.4459
P1 -1.00640 1.06724 3.85793  0.6206
O1 -1.46351 2.41175 4.83345  -0.3630
Cl1 0.53977 0.10282 4.90667  0.2163
C6 1.09717 1.38882 1.73486  -0.4901
P2 1.93908 2.81826 0.82290  0.8694
N3 3.15207 3.39254 1.98880  -0.1841
O2 0.86315 4.15773 0.66837  -0.3433
N4 0.65525 0.18869 1.00037  -0.0744
C7 1.67399 -0.65840 0.32182  -0.6430
I3 3.64788 -0.57551 1.28842  0.8063
C8 1.22951 -2.23833 0.34427  -0.7333
C9 0.46398 -2.56735 1.71150  -0.1790
I4 3.00557 -3.55637 0.29736  0.7619
H1 -5.52170 -0.53066 -1.91729  0.1012
H2 -5.03647 1.22662 -1.91520  0.0347
H3 -5.85123 0.54949 -0.43106  0.0829
H4 -0.69779 -1.05901 -1.09099  0.1397
H5 -2.04488 1.20667 1.36061  0.0912
H6 -0.53217 2.97103 2.42619  0.1169
H7 -2.43244 2.38400 4.94936  0.0455
H8 1.71435 1.27571 2.67577  0.0411
H9 4.02494 3.63458 1.51292  0.0283
H10 3.32942 2.69459 2.71874  0.0108
H11 1.17272 4.75475 -0.03951  0.0438
H12 1.83024 -0.38271 -0.77662  0.1113
H13 0.63877 -2.53426 -0.58120  0.0036
H14 0.67893 -3.65758 1.95929  0.0514
H15 -0.65940 -2.42614 1.66914  0.0336
H16 0.95831 -1.95257 2.53555  0.0502
N5 2.07518 -2.22037 -3.40240  -0.2950
S1 2.34806 -1.39216 -4.71767  0.4992
O3 1.64638 -0.13755 -4.85791  -0.3035
O4 2.58057 -2.13678 -5.92916  -0.2756
F1 3.82446 -0.87814 -4.38942  -0.1941
S2 0.62484 -2.81729 -3.37458  0.4970
O5 0.22622 -3.29587 -2.06295  -0.3509
O6 0.21471 -3.65503 -4.47037  -0.2573
F2 -0.31884 -1.54166 -3.53452  -0.2238

Computed properties:
- calculated total energy (eV) = -119932.452
- E_HOMO (eV) = -8.6
- lowest unoccupied orbital energy (eV) = -1.5
- Kohn-Sham gap (eV) = 7.0494

Here is a molecular structure, C3H4LuO3 at a distorted geometry from the OMol25 dataset. Energies are from the ωB97M-V functional and the def2-TZVPD basis.

Each line ends with the Löwdin charge.
Atoms and positions in Å:
H1 -0.80565 -0.92033 -0.85026  0.1429
H2 1.18900 -3.10500 0.14440  0.1618
C1 0.77912 -2.09190 -0.02135  -0.1608
C2 -0.66267 -2.03092 -0.32427  -0.1781
O1 -1.41657 -1.89099 0.86201  -0.1213
C3 -2.71748 -2.08387 0.77744  -0.1187
O2 -3.17714 -1.05533 0.11304  0.0748
Lu1 1.23903 1.39727 0.21595  1.2547
O3 1.45701 -1.08972 0.20691  -0.3192
H3 -0.98560 -2.88748 -0.93155  0.1432
H4 -4.11986 -1.17869 -0.05124  0.1206

Computed properties:
- calculated total energy (eV) = -42925.985
- E_HOMO (eV) = -11.8
- energy above the lowest of the compared OMol25 structures with the same formula, charge and spin (kJ/mol) = 451.8
- lowest unoccupied orbital energy (eV) = -5.0
- total charge = +1
- Kohn-Sham gap (eV) = 6.7966